Here is a gas-phase ion, C15H25BBrF9N2O5P (charge +1) from OMol25. Energies are from ωB97M-V/def2-TZVPD.

The geometry in XYZ format:
```
59
Properties=species:S:1:pos:R:3:forces:R:3:mulliken_charge:R:1
H 3.98062 -2.30954 3.19319 -0.05 -0.02 -0.05 0.39
H 1.25256 3.71743 0.85258 0.07 -0.09 0.09 0.63
H -2.99863 -0.49066 -0.84437 0.09 -0.24 -0.01 1.15
H 4.29870 3.31133 -1.04958 -0.03 0.03 0.04 0.26
C -1.47132 0.91143 -1.27313 -0.56 0.29 0.00 -0.02
H -0.37185 1.70409 1.20332 0.03 0.07 -0.03 0.05
C 2.34970 2.77275 -0.68638 -0.01 0.20 -0.07 -0.55
C 1.44891 2.68342 0.54887 -0.01 0.10 -0.04 -0.32
F -3.41236 -3.65549 2.42718 -0.11 -0.17 0.00 -0.26
C 1.60388 -0.75268 0.33963 -0.02 0.09 0.19 -2.07
F -4.10672 -1.36300 1.11191 -0.03 -0.02 0.08 -0.22
H -2.05601 1.40401 -0.48995 0.15 0.06 -0.04 0.61
F -2.73171 -2.47431 4.13253 -0.02 -0.08 0.04 -0.29
H -1.43916 -0.25858 0.92811 0.22 -0.04 0.03 0.13
O -0.91556 2.07042 -4.99873 0.22 -0.54 -0.12 -0.55
H 4.08344 -2.06522 1.45499 -0.08 -0.03 0.04 0.35
C 0.06118 2.08643 0.27805 0.20 0.21 -0.08 -0.67
B -0.63489 1.59333 -3.74714 -0.02 0.02 0.10 0.49
H -1.69426 2.78829 -2.30755 0.02 -0.08 0.03 0.43
H -2.68606 1.50961 -2.92228 0.02 0.06 -0.02 0.45
H 1.91224 3.52504 -1.35468 -0.02 -0.14 -0.04 0.46
H 2.17896 2.56125 2.36505 0.02 -0.03 -0.07 0.30
C 0.29874 -0.42802 -0.36396 -0.12 -0.50 -0.50 -0.35
H -0.56208 2.89415 -0.11389 -0.05 -0.11 0.07 0.73
H 2.34851 -0.60855 3.49983 -0.07 -0.09 -0.07 0.38
N -0.02972 1.00205 -0.75108 0.00 -0.41 0.13 0.84
O -0.56486 -1.47553 -3.30253 0.05 -0.13 0.28 -0.50
C -1.37042 -2.44591 2.25552 -0.22 0.15 -0.20 0.65
O 2.11309 1.99270 1.59106 -0.05 0.10 -0.10 -0.28
H -1.42823 1.50115 -5.58390 -0.17 0.27 0.07 0.34
C -1.94037 -0.56723 -1.11173 0.17 0.31 -0.03 -0.12
Br -3.47786 -0.95122 -3.78250 -0.10 -0.02 -0.07 -0.26
H 4.05095 2.63335 0.43149 0.00 -0.01 -0.07 0.21
H 2.40532 -0.06830 0.01713 -0.15 0.04 0.04 0.66
F -0.11951 -3.07945 0.33353 0.31 -0.12 -0.03 -0.37
O 0.64110 1.17290 -3.42949 -0.08 0.11 -0.06 -0.70
H 2.37421 1.82691 -1.25346 0.08 -0.02 0.17 0.30
C -1.07794 -0.92177 0.13475 -0.24 0.14 0.08 0.31
N 3.65509 3.24405 -0.27225 -0.04 0.02 0.02 -0.70
H 0.40448 -0.86841 -1.35872 0.15 -0.03 0.06 0.01
H 1.20563 1.05251 -4.20608 -0.05 0.18 0.11 0.33
H 0.58461 1.21607 -1.54551 -0.13 0.10 -0.05 0.33
C -1.18865 -2.34712 0.69732 -0.11 0.24 0.02 0.65
C -1.68103 1.71660 -2.55875 0.32 -0.23 0.09 -1.87
F -2.26944 -2.97359 0.17581 -0.19 -0.14 -0.18 -0.28
F -0.79058 -1.40644 2.86796 0.09 0.13 0.14 -0.25
O 1.42639 -0.74293 1.71896 -0.04 0.23 -0.02 -0.28
H -0.06254 -2.28467 -3.47793 -0.11 0.10 -0.19 0.33
C -2.84128 -2.50778 2.79263 0.03 0.18 -0.01 0.55
F -4.90594 -1.42721 3.11939 -0.06 -0.01 0.02 -0.26
H 1.88362 -1.75253 -0.01734 0.06 0.07 0.05 0.79
F -0.78887 -3.57434 2.66445 0.15 -0.23 0.11 -0.33
C 3.39118 -2.09346 2.30118 0.08 0.06 -0.15 -1.25
C -3.79669 -1.34287 2.41534 0.19 0.06 -0.11 0.62
H 2.68916 -2.91373 2.13220 0.02 0.02 0.18 0.26
H 3.26544 0.07406 2.15650 -0.05 -0.13 0.06 0.24
C 2.64284 -0.77451 2.46313 0.17 -0.12 0.03 -0.34
F -3.20204 -0.16605 2.66604 -0.05 0.02 0.02 -0.25
P -1.93397 -1.87422 -2.46674 0.14 0.13 0.01 0.10
```
Positions in Å, forces in eV/Å.

Output
Total charge: +1
E_tot: -4911.2142 hartree
Molar mass: 606.05 u
Frontier orbital gap: 9.91 eV

***

Here is 4 unconnected molecules or ions with the total composition C15H25BF3O9 in a non-equilibrium geometry from OMol25. Energies are from ωB97M-V/def2-TZVPD.

The geometry in XYZ format:
```
53
Properties=species:S:1:pos:R:3:forces:R:3:mulliken_charge:R:1
H -4.71414 3.73852 0.77169 2.40 -0.33 -0.47 0.31
H -1.02035 6.37286 -2.64075 0.28 0.34 -1.18 -0.23
C 4.96809 -6.88343 0.46388 -1.20 0.52 0.46 -0.21
O -3.54479 0.70224 -1.64345 0.85 -1.01 0.09 -0.16
O 4.80897 -3.47208 1.84819 -1.95 1.49 -0.65 -0.55
H -0.51741 5.53034 -0.95683 0.61 -0.66 0.21 -0.21
C 3.90255 -2.70895 1.55855 1.78 -1.75 0.78 0.62
O -2.98697 -1.24353 -2.64987 -0.19 0.35 0.65 -0.32
O 4.92643 -7.44309 -0.83342 1.03 -0.42 -0.49 -0.30
H 0.45160 1.20515 2.18728 -2.41 0.19 0.54 0.06
C -1.22949 2.64586 1.51376 -0.10 0.02 0.15 -0.24
C -2.83405 5.55141 -1.32401 -0.29 0.46 0.62 -0.54
H -1.17764 2.39276 0.35493 -0.24 0.48 2.49 0.16
H -0.52217 3.56405 1.67806 -1.17 -1.87 -0.32 0.30
C -2.96822 5.18084 0.26777 -0.65 -0.26 -0.40 -0.33
H -3.36743 2.33930 2.52899 1.32 1.36 -1.06 0.32
C -2.62335 -0.30508 -1.73130 2.59 0.56 1.89 0.53
O 6.48654 -8.54791 -2.08894 -0.74 1.44 2.37 -0.54
H -3.72397 5.94876 0.77858 1.68 -1.59 -0.89 0.16
H 1.37295 -1.66692 2.09530 0.17 0.22 -0.13 0.23
H -1.34681 7.23243 -0.88323 0.11 1.21 0.41 -0.22
C -3.54229 3.66653 0.57092 0.26 0.33 1.03 0.09
H 1.09038 -2.05157 0.38202 0.17 -0.12 0.12 0.21
H -3.60111 6.40952 -1.56730 1.01 -1.91 0.21 0.16
H -2.62043 4.12565 2.62192 -0.41 -2.27 -1.22 0.26
C 1.85976 -1.92135 1.14785 -1.44 -0.07 -0.19 -0.25
C -4.35201 -0.99950 -2.90285 -0.06 -0.35 -0.58 0.31
H 4.60998 -7.62167 1.18925 0.28 0.09 0.05 0.27
F 6.78585 -6.67803 1.92695 0.21 0.11 0.15 -0.29
O 2.61611 -3.10403 1.31267 1.38 -0.04 0.16 -0.30
F 2.57582 0.30855 1.18996 0.16 0.06 -0.17 -0.26
H -0.87205 1.59809 3.53589 0.31 -0.81 -2.27 0.29
C 6.41433 -6.56438 0.63206 0.41 0.25 0.78 0.41
H -4.24005 1.06487 -3.54302 -0.01 -0.26 -0.03 0.29
C 2.89623 -0.92794 0.74715 -0.23 1.13 0.03 0.29
H -2.94022 4.64660 -2.05842 -0.27 1.33 1.51 -0.04
H 3.09722 -0.89829 -0.32906 0.00 0.18 0.12 0.28
H -1.27730 0.38957 2.03789 1.01 1.77 0.92 0.21
O 4.04945 -1.36013 1.43285 -0.05 -1.15 -0.19 -0.28
O 7.06276 -7.57498 -0.10625 -0.59 0.10 -0.71 -0.31
C -2.74829 3.14933 1.94853 0.03 0.61 -0.92 -0.77
H -1.90575 5.29711 0.78394 -2.23 -0.23 -1.14 0.10
H -4.96577 -1.62394 -2.24490 0.02 -0.07 -0.20 0.27
O -1.60399 -0.35984 -1.06364 -2.36 0.04 -1.61 -0.49
H -5.50076 0.73599 -2.33241 0.26 0.04 0.12 0.28
F -4.60658 -1.30351 -4.19530 -0.17 -0.30 -0.23 -0.29
C -4.49453 0.46469 -2.66301 -0.84 0.97 -0.06 -0.46
B -1.31384 6.23386 -1.51081 -1.15 -0.89 0.47 0.11
H 6.70512 -5.58179 0.24543 0.05 -0.07 0.21 0.27
C 6.18520 -7.91186 -1.09270 0.44 -1.76 -2.60 0.63
H 4.33576 -5.99377 0.52753 0.10 -0.16 -0.14 0.07
C -0.70577 1.34772 2.39419 0.24 1.01 -0.55 -0.71
H -3.33356 2.90497 -0.31250 -0.42 1.70 1.85 -0.18
```
Positions in Å, forces in eV/Å.

Output
Total charge: -1
E_tot: -1588.0974 hartree
Molar mass: 417.16 u
Energy above the lowest of the compared OMol25 structures with the same formula, charge and spin: 292.2 kJ/mol
Frontier orbital gap: 6.23 eV

***

Here is C15H25BO2 in the gas phase in a non-equilibrium geometry from OMol25. Energies are from ωB97M-V/def2-TZVPD.

The geometry in XYZ format:
```
43
Properties=species:S:1:pos:R:3:forces:R:3:mulliken_charge:R:1
B 3.55143 -1.49090 5.11772 1.13 0.00 0.03 0.70
C 0.26591 0.31780 3.01613 -0.44 -0.33 -0.91 0.34
C 2.38535 -0.74005 4.46165 -0.20 -2.16 0.02 0.18
C -1.01237 -0.31582 -4.95532 0.26 0.29 0.09 -0.15
H -3.55663 0.20521 -3.70083 0.20 0.18 0.33 0.40
H 0.47872 0.55583 0.35346 0.12 -0.90 -0.16 0.51
C -0.17154 -1.37156 -5.71972 -0.23 0.65 0.77 -1.31
H -2.19604 -1.82984 -3.85015 0.03 0.20 -0.24 0.42
H -2.07873 2.15622 -0.09258 -0.12 0.50 0.30 0.27
C -1.69425 -0.86968 -3.67704 0.20 0.64 0.70 -0.63
H 0.88833 2.17400 3.79260 -0.08 0.44 0.17 0.40
H 5.48931 -1.20287 5.86341 -1.84 0.60 -1.00 0.27
H -0.85513 -2.00883 -6.24712 -0.25 -0.64 -0.18 0.33
H -1.61279 0.21736 1.97557 -0.15 -0.31 0.03 0.48
H 1.69825 -2.65408 3.70952 -0.03 0.13 0.28 0.35
C -0.93657 1.60467 -1.79073 0.11 -0.13 0.49 -0.58
H -2.01268 0.48815 -0.29725 -0.02 -0.57 -0.13 0.27
C -2.11623 1.52655 -2.75279 -0.41 -0.17 0.14 -0.94
H -0.39383 0.59801 -4.70913 -0.61 -1.01 -0.18 0.23
H -0.41649 2.56157 -1.89373 -0.25 0.16 0.14 0.39
H -2.92150 2.18054 -2.38997 0.08 -0.18 0.20 0.42
H -0.15285 0.88328 -1.99263 0.07 -0.43 -0.46 0.34
H -1.84942 1.98673 -3.68662 0.25 0.04 -0.64 0.43
H -1.19734 1.82035 2.50141 -0.05 -0.04 0.19 0.41
C -0.27299 1.24875 0.69083 0.49 0.82 -0.85 -0.58
C 1.50836 -1.58693 3.76898 0.15 0.00 -0.84 -0.54
C -2.69684 0.12048 -3.00975 -0.13 -0.31 -0.56 -0.76
H 2.76246 1.22845 5.09579 0.30 0.30 0.02 0.42
H -0.95244 -1.07465 -2.89329 0.25 -0.14 -0.36 0.24
H -3.10480 -0.32409 -2.07531 0.34 0.23 -0.51 0.29
C -0.77977 0.90429 2.07635 0.11 0.37 0.66 -1.26
H -0.14914 -1.71435 2.43843 -0.15 -0.16 -0.32 0.39
O 3.45103 -2.85882 5.23028 0.96 -0.39 1.09 -0.54
C 2.14595 0.59381 4.48706 -0.25 0.95 0.43 -0.66
C 0.50310 -1.06437 2.99176 -0.31 0.65 0.57 -0.59
H -1.80497 0.01080 -5.64562 0.15 0.18 0.20 0.24
O 4.69563 -0.77938 5.41151 1.46 -0.53 1.17 -0.56
H 0.49429 -0.95083 -6.46671 0.06 0.29 0.00 0.36
C 1.06537 1.11612 3.80827 -0.10 0.31 -0.57 -0.35
H 4.18278 -3.24843 5.76261 -0.81 0.35 -0.76 0.26
C -1.38412 1.36743 -0.35352 0.04 0.22 0.25 -0.49
H 0.32466 2.17650 0.67234 -0.37 0.04 0.38 0.29
H 0.42858 -1.95740 -5.02587 0.04 -0.13 -0.01 0.34
```
Positions in Å, forces in eV/Å.

Output
Total charge: 0
E_tot: -761.9997 hartree
Molar mass: 248.18 u
Energy above the lowest of the compared OMol25 structures with the same formula, charge and spin: 15.6 kJ/mol
Frontier orbital gap: 9.22 eV